{
  "formula": "C2H2Cl2O2S",
  "method": "the ωB97M-V functional and the def2-TZVPD basis",
  "gap_ha": [0.3190, 0.3053],
  "smiles": "C=C(Cl)S(=O)(=O)Cl",
  "de_lowest_kj_mol": 457.4,
  "species": ["C", "C", "Cl", "S", "O", "O", "Cl", "H", "H"],
  "coordinates": [[1.660984, -0.134300, -0.528106], [0.168582, -0.646137, 0.427561], [-0.360044, -2.187816, 0.708040], [-1.043661, 0.553941, 0.368294], [-2.098512, 0.176817, 1.301022], [-0.467975, 1.903031, 0.391428], [-1.849220, 0.358261, -1.482701], [2.338445, -0.925344, -0.794503], [1.651400, 0.901551, -0.391039]],
  "atomic_forces_ev_per_a": [[-5.86, -3.10, 3.70], [5.58, 1.48, -3.75], [0.17, -0.71, 0.05], [-1.69, 2.79, 1.83], [1.50, 0.59, -1.27], [-0.59, -2.45, -0.04], [-0.01, -0.17, -0.24], [0.22, 0.23, 0.04], [0.68, 1.35, -0.32]],
  "lowdin_charge": [0.18, -0.84, 0.74, 0.25, -0.38, -0.36, 0.40, 0.03, -0.01]
}